Below is C41H64AsInN2O4Si as an isolated structure, with properties calculated with the ωB97M-V functional and the def2-TZVPD basis.

CARTESIAN COORDINATES (ANGSTROEM)
In (-0.010, -0.240, 0.203)
C (-2.283, -1.942, 3.769)
C (-2.092, -1.549, 2.311)
C (-3.444, -1.338, 1.640)
O (-1.372, -0.308, 2.208)
C (-1.325, -2.654, 1.538)
O (-1.535, -3.822, 1.814)
O (-0.533, -2.251, 0.594)
H (-2.937, -1.225, 4.267)
H (-1.326, -1.978, 4.290)
H (-2.729, -2.933, 3.812)
H (-4.071, -0.693, 2.256)
H (-3.940, -2.299, 1.507)
H (-3.316, -0.856, 0.671)
H (-0.583, -0.391, 2.780)
C (1.275, 0.190, -4.474)
C (1.362, -0.651, -3.197)
C (2.794, -1.140, -2.959)
C (0.381, -1.808, -3.283)
C (0.638, -2.835, -4.181)
C (-0.255, -3.876, -4.348)
C (-1.400, -3.918, -3.575)
C (-1.700, -2.921, -2.654)
C (-2.939, -3.105, -1.795)
C (-2.894, -4.454, -1.069)
C (-4.227, -3.003, -2.621)
C (-0.813, -1.832, -2.543)
N (-1.090, -0.701, -1.720)
C (-2.248, -0.137, -1.819)
C (-2.736, 1.031, -1.156)
C (-4.117, 1.288, -1.319)
C (-4.710, 2.434, -0.868)
C (-3.895, 3.419, -0.291)
C (-2.552, 3.213, -0.121)
C (-1.924, 1.989, -0.477)
N (-0.602, 1.778, -0.245)
C (0.211, 2.890, 0.149)
C (0.292, 3.309, 1.490)
C (1.144, 4.359, 1.813)
C (1.866, 5.022, 0.840)
C (1.727, 4.652, -0.486)
C (0.909, 3.591, -0.856)
C (0.720, 3.257, -2.325)
C (-0.422, 4.102, -2.908)
C (1.980, 3.484, -3.164)
C (-0.571, 2.704, 2.579)
C (0.269, 1.955, 3.621)
C (-1.427, 3.774, 3.268)
H (2.024, 0.982, -4.460)
H (0.287, 0.644, -4.578)
H (1.454, -0.434, -5.350)
H (1.087, -0.013, -2.353)
H (3.154, -1.739, -3.796)
H (2.844, -1.748, -2.052)
H (3.467, -0.291, -2.841)
H (1.541, -2.810, -4.778)
H (-0.057, -4.657, -5.071)
H (-2.084, -4.750, -3.686)
H (-2.954, -2.330, -1.029)
H (-2.993, -5.284, -1.770)
H (-3.712, -4.518, -0.350)
H (-1.961, -4.566, -0.520)
H (-4.241, -3.766, -3.400)
H (-4.331, -2.031, -3.108)
H (-5.096, -3.156, -1.977)
H (-2.943, -0.555, -2.548)
H (-4.717, 0.532, -1.815)
H (-5.775, 2.588, -0.971)
H (-4.330, 4.361, 0.021)
H (-1.940, 3.990, 0.314)
H (1.222, 4.677, 2.846)
H (2.523, 5.839, 1.110)
H (2.273, 5.200, -1.243)
H (0.436, 2.205, -2.398)
H (-0.174, 5.163, -2.831)
H (-1.358, 3.930, -2.379)
H (-0.575, 3.860, -3.962)
H (2.212, 4.548, -3.236)
H (1.817, 3.121, -4.178)
H (2.842, 2.969, -2.740)
H (-1.260, 2.001, 2.120)
H (0.944, 2.640, 4.137)
H (0.881, 1.184, 3.148)
H (-0.383, 1.499, 4.370)
H (-0.809, 4.534, 3.748)
H (-2.047, 3.307, 4.037)
H (-2.087, 4.269, 2.556)
C (0.902, -4.193, 4.279)
As (1.390, -2.525, 3.350)
C (2.983, -2.171, 4.456)
C (2.227, -3.411, 1.825)
H (1.765, -4.860, 4.319)
H (0.097, -4.680, 3.730)
H (0.564, -3.994, 5.296)
H (2.658, -1.904, 5.462)
H (3.567, -1.341, 4.057)
H (3.619, -3.055, 4.521)
H (3.128, -3.949, 2.124)
H (2.470, -2.686, 1.053)
H (1.502, -4.115, 1.417)
C (3.643, 1.410, -0.674)
Si (3.360, 0.382, 0.886)
C (4.620, -1.029, 0.848)
C (3.734, 1.434, 2.412)
O (1.834, -0.166, 0.979)
H (4.646, 1.267, -1.081)
H (3.511, 2.473, -0.474)
H (2.918, 1.120, -1.439)
H (5.631, -0.612, 0.872)
H (4.533, -1.632, -0.059)
H (4.517, -1.696, 1.706)
H (4.799, 1.677, 2.459)
H (3.471, 0.905, 3.331)
H (3.178, 2.371, 2.390)

- spin multiplicity = 1
- Kohn-Sham gap (eV) = 7.74
- energy relative to the best compared isomer or geometry (same formula, charge and spin) (eV) = 0.000
- HOMO energy (eV) = -8.00
- DFT total energy (eV) = -128621.5612

***

Below is C41H64CuOP2Si as an isolated structure, with properties calculated with the ωB97M-V functional and the def2-TZVPD basis.

CARTESIAN COORDINATES (ANGSTROEM)
Cu (-0.454, -0.958, 1.032)
C (-0.290, -4.379, -0.999)
Si (-0.500, -2.499, -0.671)
C (1.023, -1.802, -1.683)
C (1.112, -2.063, -3.054)
C (2.120, -1.539, -3.849)
C (3.090, -0.730, -3.272)
C (3.046, -0.477, -1.910)
C (2.029, -0.999, -1.107)
P (1.829, -0.677, 0.698)
C (2.544, 0.963, 1.230)
C (3.834, 1.575, 0.635)
C (3.514, 2.674, -0.376)
C (2.819, 3.860, 0.313)
C (1.956, 3.396, 1.499)
C (1.403, 2.001, 1.236)
C (2.940, -1.857, 1.629)
C (4.463, -1.679, 1.604)
C (5.132, -2.274, 0.369)
C (4.774, -3.751, 0.225)
C (3.260, -3.937, 0.165)
C (2.572, -3.329, 1.388)
C (-1.916, -2.024, -1.896)
C (-2.494, -2.927, -2.795)
C (-3.563, -2.573, -3.607)
C (-4.085, -1.290, -3.542)
C (-3.529, -0.373, -2.661)
C (-2.456, -0.725, -1.840)
P (-1.711, 0.416, -0.602)
C (-1.173, 1.887, -1.617)
C (-2.091, 2.572, -2.635)
C (-1.490, 3.932, -3.038)
C (0.046, 3.899, -3.059)
C (0.525, 2.504, -3.439)
C (0.115, 1.485, -2.363)
C (-3.112, 0.979, 0.469)
C (-4.080, 2.074, 0.004)
C (-5.309, 2.173, 0.936)
C (-5.009, 1.605, 2.318)
C (-4.700, 0.106, 2.216)
C (-3.916, -0.240, 0.937)
H (-0.094, -4.631, -2.047)
H (-1.190, -4.914, -0.681)
H (0.543, -4.768, -0.409)
H (0.345, -2.676, -3.519)
H (2.144, -1.747, -4.912)
H (3.881, -0.301, -3.876)
H (3.820, 0.144, -1.483)
H (2.748, 0.729, 2.284)
H (4.479, 0.815, 0.197)
H (4.419, 2.022, 1.448)
H (2.867, 2.264, -1.157)
H (4.426, 3.009, -0.877)
H (2.192, 4.382, -0.415)
H (3.566, 4.583, 0.654)
H (1.144, 4.105, 1.676)
H (2.554, 3.377, 2.416)
H (0.895, 2.000, 0.268)
H (0.644, 1.700, 1.962)
H (2.619, -1.617, 2.649)
H (4.862, -2.202, 2.485)
H (4.735, -0.630, 1.731)
H (6.216, -2.149, 0.440)
H (4.806, -1.743, -0.528)
H (5.177, -4.302, 1.085)
H (5.243, -4.171, -0.669)
H (3.012, -5.000, 0.103)
H (2.878, -3.475, -0.748)
H (2.880, -3.900, 2.274)
H (1.486, -3.427, 1.312)
H (-2.106, -3.938, -2.856)
H (-3.992, -3.300, -4.288)
H (-4.923, -1.004, -4.166)
H (-3.949, 0.622, -2.609)
H (-0.924, 2.630, -0.846)
H (-3.099, 2.725, -2.262)
H (-2.175, 1.926, -3.513)
H (-1.833, 4.703, -2.342)
H (-1.866, 4.214, -4.026)
H (0.441, 4.149, -2.068)
H (0.434, 4.657, -3.744)
H (1.609, 2.477, -3.574)
H (0.089, 2.230, -4.405)
H (0.924, 1.357, -1.647)
H (-0.027, 0.504, -2.825)
H (-2.562, 1.324, 1.352)
H (-4.439, 1.870, -1.005)
H (-3.558, 3.035, -0.032)
H (-6.139, 1.604, 0.504)
H (-5.647, 3.210, 1.000)
H (-5.849, 1.775, 2.996)
H (-4.150, 2.128, 2.750)
H (-5.635, -0.463, 2.236)
H (-4.113, -0.200, 3.081)
H (-4.598, -0.540, 0.133)
H (-3.248, -1.081, 1.128)
C (-1.631, 0.534, 4.889)
C (-1.068, -0.508, 3.910)
C (0.418, -0.734, 4.236)
C (-1.801, -1.846, 4.114)
O (-1.233, -0.043, 2.622)
H (-1.550, 0.216, 5.934)
H (-2.684, 0.719, 4.660)
H (-1.089, 1.476, 4.764)
H (0.584, -1.001, 5.286)
H (0.984, 0.175, 4.009)
H (0.796, -1.544, 3.609)
H (-1.646, -2.261, 5.116)
H (-1.439, -2.561, 3.371)
H (-2.874, -1.715, 3.956)

- spin multiplicity = 1
- Kohn-Sham gap (eV) = 5.60
- energy relative to the best compared isomer or geometry (same formula, charge and spin) (eV) = 0.168
- HOMO energy (eV) = -2.91
- DFT total energy (eV) = -116702.1071
- total charge = -1

***

Below is a 6-piece molecular cluster, C41H66BF5N8O3PS2 overall at a distorted geometry, with properties calculated with the ωB97M-V functional and the def2-TZVPD basis.

CARTESIAN COORDINATES (ANGSTROEM)
C (2.614, 3.193, 3.633)
C (2.182, 4.517, 2.908)
O (0.988, 4.434, 2.128)
C (0.906, 3.261, 1.333)
C (2.101, 3.035, 0.338)
C (2.155, 1.618, -0.340)
C (3.187, 0.527, 0.162)
P (3.093, -0.103, 1.915)
S (1.298, -0.242, 2.658)
C (2.967, -0.538, -1.070)
C (3.510, -2.006, -0.907)
C (5.101, -2.099, -0.992)
C (5.826, -1.741, 0.353)
C (7.382, -1.882, 0.332)
F (7.760, -2.237, 1.629)
F (7.919, -0.637, 0.108)
C (7.943, -2.998, -0.616)
F (7.934, -2.598, -1.914)
F (7.337, -4.187, -0.409)
F (9.267, -3.174, -0.287)
C (1.414, -0.349, -1.398)
C (0.500, -1.634, -1.161)
O (0.617, -2.175, 0.149)
C (-0.633, -2.400, 0.744)
C (-1.483, -1.373, 1.311)
C (-2.743, -1.683, 1.946)
C (-3.197, -3.054, 2.030)
C (-2.381, -4.096, 1.428)
C (-1.121, -3.773, 0.797)
N (1.086, -0.027, -2.824)
C (1.772, -0.641, -3.646)
S (2.879, -1.077, -4.715)
N (0.907, 0.891, -0.668)
B (-0.163, 1.546, -1.528)
N (-1.529, 0.984, -1.610)
O (0.070, 2.746, -2.240)
H (3.219, 3.361, 4.554)
H (1.743, 2.506, 3.795)
H (3.291, 2.640, 2.918)
H (3.057, 4.887, 2.297)
H (2.023, 5.295, 3.695)
H (0.665, 2.357, 1.963)
H (-0.014, 3.400, 0.690)
H (1.961, 3.777, -0.497)
H (3.114, 3.240, 0.755)
H (2.577, 1.861, -1.358)
H (4.241, 0.878, 0.004)
H (3.953, 0.640, 2.792)
H (3.641, -1.426, 1.907)
H (3.707, -0.103, -1.828)
H (3.078, -2.671, -1.704)
H (3.183, -2.427, 0.078)
H (5.429, -1.338, -1.750)
H (5.333, -3.134, -1.354)
H (5.590, -0.681, 0.641)
H (5.406, -2.362, 1.192)
H (0.861, -2.433, -1.872)
H (-0.562, -1.432, -1.459)
H (-1.103, -0.325, 1.263)
H (-3.315, -0.837, 2.385)
H (-4.156, -3.238, 2.556)
H (-2.762, -5.142, 1.484)
H (-0.543, -4.622, 0.360)
H (0.385, 0.470, 0.130)
H (-1.576, 0.362, -2.419)
H (-2.224, 1.727, -1.653)
H (-0.023, 2.560, -3.188)
C (-6.060, 1.167, -2.337)
C (-6.677, 1.921, -1.166)
C (-5.633, 2.651, -0.313)
C (-4.672, 1.673, 0.256)
N (-3.939, 0.907, 0.697)
H (-5.380, 0.381, -1.996)
H (-6.840, 0.688, -2.930)
H (-5.502, 1.845, -2.991)
H (-7.234, 1.216, -0.545)
H (-7.394, 2.646, -1.549)
H (-6.120, 3.187, 0.503)
H (-5.086, 3.380, -0.917)
C (6.439, 1.158, -5.963)
C (6.690, 2.545, -5.391)
C (7.304, 2.503, -3.990)
C (6.382, 1.796, -3.060)
N (5.668, 1.251, -2.345)
H (5.719, 0.607, -5.353)
H (6.025, 1.231, -6.969)
H (7.363, 0.577, -6.017)
H (5.745, 3.094, -5.364)
H (7.359, 3.093, -6.058)
H (7.474, 3.516, -3.623)
H (8.263, 1.982, -4.001)
C (-10.595, -1.062, 0.586)
C (-11.324, 0.255, 0.837)
C (-11.728, 0.969, -0.457)
C (-10.522, 1.290, -1.261)
N (-9.587, 1.538, -1.878)
H (-9.655, -0.908, 0.052)
H (-10.353, -1.548, 1.532)
H (-11.214, -1.747, 0.001)
H (-10.682, 0.908, 1.434)
H (-12.221, 0.058, 1.429)
H (-12.256, 1.896, -0.227)
H (-12.393, 0.339, -1.051)
C (4.269, -0.887, 5.883)
C (4.155, -0.248, 7.264)
C (3.458, 1.115, 7.233)
C (4.225, 2.059, 6.382)
N (4.818, 2.784, 5.718)
H (4.880, -0.280, 5.210)
H (4.744, -1.867, 5.956)
H (3.283, -1.020, 5.429)
H (5.155, -0.143, 7.691)
H (3.595, -0.918, 7.921)
H (3.387, 1.526, 8.241)
H (2.446, 1.020, 6.834)
C (-5.563, -3.875, -3.281)
C (-4.731, -2.808, -2.577)
C (-4.825, -2.888, -1.051)
C (-6.232, -2.693, -0.617)
N (-7.320, -2.542, -0.284)
H (-6.627, -3.762, -3.064)
H (-5.443, -3.798, -4.363)
H (-5.255, -4.878, -2.975)
H (-5.059, -1.822, -2.916)
H (-3.685, -2.920, -2.875)
H (-4.203, -2.115, -0.594)
H (-4.473, -3.858, -0.695)

- spin multiplicity = 1
- Kohn-Sham gap (eV) = 7.65
- HOMO energy (eV) = -11.02
- DFT total energy (eV) = -106867.2130
- total charge = +1

***

Below is a 20-piece molecular cluster, C41H66IN19Si overall at a distorted geometry, with properties calculated with the ωB97M-V functional and the def2-TZVPD basis.

CARTESIAN COORDINATES (ANGSTROEM)
C (-0.377, 0.068, 1.052)
C (0.389, 1.240, 0.396)
I (-0.369, 3.131, 1.126)
C (1.918, 1.045, 0.462)
Si (2.792, 1.734, 1.993)
H (0.295, -0.652, 1.515)
H (-1.123, 0.453, 1.739)
H (-0.934, -0.452, 0.276)
H (0.121, 1.214, -0.655)
H (2.447, 1.437, -0.411)
H (2.110, -0.031, 0.450)
H (2.383, 3.085, 2.389)
H (4.233, 1.838, 1.627)
H (2.757, 0.843, 3.172)
C (0.273, -3.290, 3.913)
C (1.386, -2.457, 4.360)
N (2.234, -1.777, 4.733)
H (-0.453, -3.391, 4.714)
H (-0.211, -2.834, 3.049)
H (0.635, -4.279, 3.639)
C (0.843, -3.205, -0.759)
C (-0.472, -3.179, -0.126)
N (-1.502, -3.161, 0.382)
H (1.617, -3.266, 0.005)
H (0.918, -4.071, -1.413)
H (0.991, -2.303, -1.350)
C (-0.521, 0.875, -3.782)
C (-0.320, -0.565, -3.934)
N (-0.160, -1.696, -4.066)
H (-1.241, 1.067, -2.992)
H (0.429, 1.350, -3.529)
H (-0.888, 1.291, -4.707)
C (-3.521, 2.983, -7.089)
C (-2.989, 2.847, -5.740)
N (-2.593, 2.715, -4.669)
H (-4.522, 2.563, -7.128)
H (-3.562, 4.034, -7.373)
H (-2.886, 2.447, -7.786)
C (5.429, 2.564, -1.804)
C (4.081, 2.476, -2.375)
N (3.030, 2.404, -2.834)
H (6.084, 3.099, -2.489)
H (5.394, 3.095, -0.855)
H (5.826, 1.564, -1.639)
C (2.193, 6.048, -2.422)
C (3.240, 6.921, -1.904)
N (4.056, 7.614, -1.491)
H (1.430, 5.902, -1.659)
H (1.737, 6.491, -3.305)
H (2.619, 5.082, -2.687)
C (4.166, -1.919, 7.481)
C (5.239, -1.069, 7.989)
N (6.082, -0.399, 8.390)
H (3.406, -2.054, 8.246)
H (3.711, -1.458, 6.607)
H (4.564, -2.893, 7.205)
C (-7.654, 0.872, -7.146)
C (-7.494, 1.779, -8.279)
N (-7.363, 2.495, -9.167)
H (-8.705, 0.620, -7.022)
H (-7.082, -0.036, -7.320)
H (-7.294, 1.352, -6.238)
C (4.027, 9.406, 1.716)
C (4.512, 9.145, 3.068)
N (4.885, 8.930, 4.133)
H (3.017, 9.017, 1.608)
H (4.020, 10.477, 1.522)
H (4.673, 8.916, 0.990)
C (4.813, -0.985, -3.937)
C (5.352, -1.171, -2.593)
N (5.777, -1.319, -1.536)
H (3.780, -1.329, -3.971)
H (4.844, 0.069, -4.209)
H (5.405, -1.551, -4.650)
C (-4.526, -1.532, -5.885)
C (-4.383, -0.626, -7.021)
N (-4.262, 0.085, -7.917)
H (-5.572, -1.798, -5.750)
H (-3.949, -2.437, -6.063)
H (-4.157, -1.048, -4.981)
C (0.140, -3.066, 9.358)
C (1.272, -3.945, 9.079)
N (2.153, -4.649, 8.858)
H (0.475, -2.189, 9.909)
H (-0.318, -2.748, 8.425)
H (-0.599, -3.596, 9.950)
C (3.720, 5.701, 4.341)
C (2.403, 5.573, 3.724)
N (1.365, 5.469, 3.242)
H (4.385, 6.255, 3.682)
H (3.635, 6.234, 5.285)
H (4.137, 4.711, 4.522)
C (-0.459, 5.405, -9.157)
C (-0.583, 3.986, -8.840)
N (-0.683, 2.869, -8.592)
H (-0.917, 5.607, -10.122)
H (-0.957, 5.998, -8.392)
H (0.593, 5.682, -9.195)
C (-4.158, -2.823, 5.795)
C (-3.081, -3.754, 5.472)
N (-2.232, -4.486, 5.218)
H (-3.750, -1.948, 6.297)
H (-4.664, -2.511, 4.883)
H (-4.878, -3.303, 6.453)
C (7.825, -4.027, -4.398)
C (7.659, -2.731, -5.048)
N (7.524, -1.706, -5.549)
H (8.368, -4.701, -5.057)
H (8.380, -3.904, -3.471)
H (6.849, -4.454, -4.175)
C (-5.421, -5.630, -6.221)
C (-6.210, -4.463, -5.841)
N (-6.832, -3.545, -5.541)
H (-4.500, -5.310, -6.706)
H (-5.174, -6.210, -5.335)
H (-5.991, -6.250, -6.910)
C (-3.020, -5.751, 10.868)
C (-3.153, -4.431, 10.256)
N (-3.256, -3.395, 9.773)
H (-2.450, -6.405, 10.210)
H (-2.502, -5.664, 11.821)
H (-4.005, -6.180, 11.034)
C (-7.655, -5.470, 6.351)
C (-7.769, -4.162, 5.711)
N (-7.863, -3.134, 5.206)
H (-7.166, -6.169, 5.676)
H (-7.069, -5.385, 7.264)
H (-8.646, -5.845, 6.598)

- spin multiplicity = 1
- Kohn-Sham gap (eV) = 8.89
- energy relative to the best compared isomer or geometry (same formula, charge and spin) (eV) = 0.000
- HOMO energy (eV) = -8.82
- DFT total energy (eV) = -87871.4400